1.
17
Properties=species:S:1:pos:R:3:mulliken_charge:R:1 method="wB97M-V/def2-TZVPD" e_tot_ha=-346.93049 smiles=CO[C@H]1C[C@H]1CO gap_ev=10.35 lumo_ev=0.97 multiplicity=1 homo_energy_ev=-9.377
C -1.895 0.346 1.364 -0.835
O -0.878 -0.239 0.589 -0.373
C 0.307 0.514 0.553 0.009
C 1.597 -0.196 0.828 -0.710
C 1.220 0.191 -0.583 -0.062
C 0.736 -0.861 -1.556 -0.578
O -0.324 -0.370 -2.350 -0.541
H -2.270 1.262 0.889 0.336
H -1.546 0.590 2.374 0.333
H -2.708 -0.381 1.428 0.255
H 0.196 1.552 0.865 0.398
H 2.401 0.341 1.321 0.262
H 1.519 -1.250 1.086 0.233
H 1.744 1.030 -1.035 0.339
H 1.536 -1.149 -2.245 0.358
H 0.431 -1.763 -1.005 0.238
H -1.035 -0.174 -1.723 0.337

2.
24
Properties=species:S:1:pos:R:3:mulliken_charge:R:1 method="wB97M-V/def2-TZVPD" e_tot_ha=-547.39467 gap_ev=8.80 lumo_ev=-4.21 multiplicity=1 total_charge=+1 homo_energy_ev=-13.014
H -0.653 3.730 -0.347 0.256
N -0.358 2.716 -0.276 -0.537
C 0.236 2.482 0.810 -0.259
C 0.945 1.201 1.196 0.106
N 1.154 1.253 2.625 -0.771
C 0.050 0.026 0.823 -0.933
N -0.235 0.201 -0.564 -0.153
C -0.315 -0.824 -1.414 0.778
C -0.389 -2.179 -1.029 -0.082
C -0.706 -3.200 -1.922 -0.615
C -1.056 -2.762 -3.225 -0.076
N -1.044 -1.526 -3.614 -1.013
N -0.704 -0.628 -2.704 0.464
H 0.443 3.043 1.734 0.399
H 1.895 1.173 0.795 0.381
H 1.323 0.261 2.963 0.229
H 1.996 1.864 2.887 0.289
H 0.478 -0.857 1.094 0.606
H -0.862 0.083 1.279 0.276
H -0.463 1.302 -0.785 0.403
H -0.222 -2.417 0.023 0.256
H -1.040 -4.191 -1.578 0.374
H -1.344 -3.568 -3.964 0.362
H -0.692 0.261 -3.049 0.261

3.
16
Properties=species:S:1:pos:R:3:mulliken_charge:R:1 method="wB97M-V/def2-TZVPD" e_tot_ha=-2247.32898 gap_ev=7.56 lumo_ev=-0.69 multiplicity=1 homo_energy_ev=-8.245
O -1.403 2.003 -1.005 -0.322
C -0.315 1.289 -0.833 0.741
C -2.475 1.491 -0.192 -0.267
O 0.713 1.451 -1.453 -0.510
O -0.470 0.355 0.091 -0.341
C -1.775 0.451 0.691 -0.263
Cu 2.792 0.375 -1.321 0.566
H -3.228 1.055 -0.858 0.260
H -2.906 2.320 0.375 0.266
H -2.243 -0.537 0.657 0.274
H -1.649 0.777 1.728 0.262
O 2.201 -2.730 -0.327 -0.506
C 2.982 -2.093 0.602 0.697
O 3.150 -2.654 1.682 -0.596
O 3.358 -0.936 0.263 -0.553
H 1.268 -2.617 -0.101 0.293

4.
45
Properties=species:S:1:pos:R:3:mulliken_charge:R:1 method="wB97M-V/def2-TZVPD" e_tot_ha=-3372.21286 gap_ev=5.29 lumo_ev=-8.33 multiplicity=1 total_charge=+2 homo_energy_ev=-13.625
Ga -1.251 0.562 -0.547 0.344
O -2.332 -3.847 -0.721 -0.612
C -1.166 -4.170 -1.278 0.484
C -0.935 -5.525 -1.521 -0.760
C 0.259 -5.941 -2.057 -0.296
C 1.268 -5.020 -2.383 -0.844
C 1.053 -3.687 -2.195 -0.332
C -0.169 -3.222 -1.644 0.239
C -0.388 -1.818 -1.501 0.964
O -1.442 -1.362 -0.870 -0.657
N 0.532 -0.984 -2.053 -1.249
N 0.215 0.264 -1.882 0.743
C 0.724 1.338 -2.360 -0.455
C 0.034 2.579 -2.037 1.031
C 0.410 3.789 -2.607 -0.935
C -0.338 4.925 -2.343 -0.227
C -1.442 4.840 -1.500 -0.826
C -1.755 3.620 -0.939 0.002
N -1.026 2.525 -1.201 -0.080
H -2.418 -2.897 -0.597 0.421
H -1.724 -6.220 -1.265 0.487
H 0.424 -6.996 -2.233 0.414
H 2.205 -5.370 -2.793 0.423
H 1.813 -2.965 -2.453 0.455
H 1.565 1.338 -3.044 0.493
H 1.268 3.817 -3.264 0.462
H -0.070 5.869 -2.798 0.463
H -2.052 5.705 -1.284 0.438
H -2.599 3.508 -0.273 0.505
C 0.293 -0.671 4.804 -1.127
C -0.401 0.224 3.781 -0.365
S 0.529 0.091 2.233 0.342
O -0.468 0.575 1.119 0.050
C 1.676 1.496 2.348 -0.467
C 1.009 2.857 2.440 -1.040
H -0.202 -0.566 5.768 0.373
H 1.340 -0.399 4.946 0.327
H 0.245 -1.720 4.514 0.355
H -0.439 1.263 4.097 0.271
H -1.408 -0.126 3.555 0.411
H 2.291 1.406 1.453 0.368
H 2.305 1.278 3.214 0.474
H 0.235 2.966 1.681 0.197
H 1.760 3.628 2.272 0.384
H 0.572 3.042 3.419 0.350

5.
37
Properties=species:S:1:pos:R:3:mulliken_charge:R:1 method="wB97M-V/def2-TZVPD" e_tot_ha=-1770.73903 gap_ev="8.69 / 5.26" lumo_ev="-10.98 / -14.78" multiplicity=5 total_charge=+3 homo_energy_ev="-19.675 / -20.040"
C 4.168 -1.642 -0.358 -0.801
I 2.088 -1.067 -0.747 0.383
H 4.430 -1.532 0.700 0.360
H 4.725 -0.951 -0.996 0.362
H 4.233 -2.675 -0.713 0.341
Ru -0.283 -0.422 0.148 -0.040
P -1.093 -2.439 0.432 1.074
C -1.401 -3.358 -1.127 -1.221
C -0.069 -3.486 1.511 -1.079
H -2.697 -1.781 2.090 0.423
H -3.108 -3.386 1.351 0.421
H -3.430 -1.864 0.447 0.364
C -2.765 -2.363 1.162 -1.097
H 0.025 -2.967 2.476 0.350
H -0.582 -4.447 1.641 0.432
H -1.776 -4.354 -0.871 0.425
H -0.478 -3.445 -1.714 0.380
H 0.921 -3.636 1.061 0.360
H -2.164 -2.829 -1.714 0.415
C -0.795 -0.355 -1.623 0.393
O -1.010 -0.345 -2.784 -0.206
Cl -0.879 -0.009 2.436 -0.320
C -0.909 4.577 -2.024 -1.032
C -0.385 3.670 -1.008 0.613
C 0.375 3.886 0.125 -0.774
C 0.653 2.642 0.696 0.572
N 0.052 1.699 -0.071 0.316
N -0.581 2.350 -1.072 0.019
C 1.423 2.367 1.919 -1.245
H -1.516 5.347 -1.545 0.389
H -0.073 5.081 -2.511 0.365
H -1.505 4.061 -2.780 0.324
H 0.689 4.833 0.511 0.494
H -1.164 1.890 -1.781 0.236
H 1.987 3.273 2.162 0.392
H 0.765 2.138 2.760 0.321
H 2.127 1.538 1.810 0.291

6.
14
Properties=species:S:1:pos:R:3:mulliken_charge:R:1 method="wB97M-V/def2-TZVPD" e_tot_ha=-270.46395 smiles="C=C=C(C)OC" gap_ev=9.93 lumo_ev=1.00 multiplicity=1 homo_energy_ev=-8.934
C 0.740 -0.582 -2.229 -0.788
C 0.041 -0.106 -1.238 0.281
C -0.471 0.347 -0.122 0.461
C -1.894 0.329 0.324 -1.122
O 0.375 0.952 0.789 -0.365
C 1.274 0.080 1.457 -0.645
H 0.972 0.014 -3.105 0.237
H 1.182 -1.573 -2.169 0.240
H -2.257 1.349 0.473 0.280
H -2.547 -0.185 -0.377 0.339
H -1.956 -0.185 1.287 0.284
H 2.306 0.440 1.347 0.232
H 1.015 0.053 2.524 0.236
H 1.218 -0.934 1.039 0.329

7.
13
Properties=species:S:1:pos:R:3:mulliken_charge:R:1 method="wB97M-V/def2-TZVPD" e_tot_ha=-340.64828 smiles="ON1C=CCN=C1" gap_ev=8.81 lumo_ev=0.72 multiplicity=1 homo_energy_ev=-8.088
O 2.489 -0.136 0.042 -0.407
N 1.137 -0.157 -0.321 -0.004
C 0.474 1.044 -0.101 -0.283
C -0.856 1.094 -0.112 -0.421
C -1.633 -0.171 0.059 -0.280
N -0.835 -1.464 0.042 -0.516
C 0.425 -1.375 -0.169 -0.052
H 2.341 -0.080 0.997 0.356
H 1.138 1.865 0.171 0.373
H -1.185 2.081 -0.375 0.347
H -2.336 -0.235 -0.758 0.247
H -2.133 -0.194 1.034 0.275
H 0.975 -2.274 -0.509 0.363

8.
12
Properties=species:S:1:pos:R:3:mulliken_charge:R:1 method="wB97M-V/def2-TZVPD" e_tot_ha=-323.29749 gap_ev="8.18 / 8.17" lumo_ev="-0.75 / -0.74" multiplicity=1 homo_energy_ev="-8.924 / -8.916"
O -2.237 0.034 0.783 -0.505
C -1.142 -0.141 0.346 0.338
C 0.285 0.417 0.762 0.081
C 0.241 1.720 1.406 -0.614
C -0.606 -0.672 -0.956 -0.229
C 0.737 -0.066 -0.640 -0.191
N 0.575 -1.492 -0.734 -0.506
H 0.914 2.447 0.908 0.190
H -1.162 -0.761 -1.885 0.397
H 0.749 -0.172 1.581 0.336
H 1.408 0.424 -1.336 0.427
H 0.573 -1.964 0.169 0.277